1.
C48H120N8O16 | ωB97M-V/def2-TZVPD

```
! wB97M-V def2-TZVPD RIJCOSX def2/J DEFGRID3
* xyz 0 1
C 9.68 -44.45 -0.77
O 9.19 -43.73 0.37
C 7.94 -44.16 0.86
C 7.74 -43.59 2.25
N 6.65 -42.60 2.29
C 6.37 -42.15 3.67
C 5.72 -40.76 3.64
O 6.68 -39.76 3.29
C 7.49 -39.32 4.39
H 10.12 -45.41 -0.50
H 10.44 -43.78 -1.17
H 8.87 -44.64 -1.46
H 7.89 -45.26 0.96
H 7.09 -43.91 0.21
H 8.75 -43.33 2.59
H 7.31 -44.35 2.90
H 6.91 -41.78 1.76
H 7.30 -42.01 4.22
H 5.69 -42.90 4.07
H 5.30 -40.63 4.64
H 4.98 -40.67 2.85
H 8.10 -38.56 3.89
H 8.08 -40.10 4.88
H 6.81 -38.84 5.10
C 13.06 -35.64 7.42
O 13.51 -36.83 8.03
C 14.91 -36.91 8.20
C 15.33 -38.38 8.29
N 16.81 -38.42 8.42
C 17.45 -39.53 7.74
C 17.12 -40.85 8.48
O 17.53 -40.65 9.81
C 17.24 -41.72 10.67
H 13.28 -35.72 6.35
H 13.61 -34.81 7.88
H 11.98 -35.70 7.50
H 15.29 -36.28 9.00
H 15.36 -36.56 7.26
H 15.02 -38.95 7.42
H 14.88 -38.85 9.17
H 16.99 -38.53 9.41
H 18.54 -39.45 7.75
H 17.19 -39.66 6.69
H 17.54 -41.77 8.08
H 16.03 -40.89 8.46
H 17.72 -42.65 10.33
H 16.17 -41.97 10.74
H 17.63 -41.53 11.67
C 3.44 -34.80 2.33
O 4.18 -34.32 1.24
C 3.90 -34.73 -0.08
C 5.14 -34.76 -0.96
N 5.61 -36.12 -1.23
C 5.88 -36.93 -0.01
C 7.24 -36.58 0.65
O 8.26 -37.19 -0.06
C 9.57 -36.96 0.38
H 3.60 -34.01 3.08
H 3.84 -35.76 2.67
H 2.35 -34.84 2.27
H 3.19 -33.98 -0.45
H 3.32 -35.66 -0.15
H 5.90 -34.07 -0.56
H 4.83 -34.38 -1.94
H 6.46 -36.12 -1.77
H 6.00 -37.85 -0.60
H 5.15 -37.14 0.76
H 7.23 -36.77 1.73
H 7.35 -35.50 0.44
H 9.77 -35.89 0.32
H 10.36 -37.49 -0.15
H 9.79 -37.31 1.39
C 6.71 -28.60 4.42
O 7.11 -28.19 5.69
C 6.04 -27.89 6.60
C 6.62 -27.35 7.90
N 6.10 -28.07 9.07
C 6.83 -27.57 10.26
C 6.69 -28.45 11.44
O 7.44 -29.66 11.33
C 7.72 -30.21 12.61
H 7.58 -28.89 3.82
H 6.25 -27.79 3.84
H 6.16 -29.54 4.43
H 5.34 -28.71 6.69
H 5.58 -27.00 6.15
H 6.51 -26.27 7.98
H 7.71 -27.47 7.87
H 6.42 -29.02 8.89
H 6.46 -26.56 10.47
H 7.87 -27.27 10.04
H 5.66 -28.71 11.69
H 7.06 -27.83 12.27
H 6.81 -30.58 13.10
H 8.19 -29.54 13.34
H 8.43 -30.99 12.32
C 0.61 -27.00 11.18
O 2.02 -26.95 10.90
C 2.69 -28.17 10.66
C 2.89 -29.15 11.84
N 3.51 -30.42 11.45
C 2.55 -31.26 10.77
C 3.25 -32.44 10.07
O 4.00 -31.85 8.99
C 4.45 -32.79 8.03
H 0.54 -27.15 12.25
H 0.08 -27.82 10.68
H 0.26 -26.06 10.75
H 3.72 -27.84 10.50
H 2.32 -28.66 9.76
H 1.95 -29.55 12.24
H 3.38 -28.67 12.69
H 4.34 -30.36 10.87
H 1.98 -30.77 9.97
H 1.91 -31.83 11.45
H 2.50 -33.08 9.61
H 3.99 -32.91 10.72
H 5.09 -33.43 8.67
H 5.14 -32.36 7.32
H 3.69 -33.47 7.63
C 11.71 -34.02 -3.52
O 12.08 -35.28 -3.01
C 12.67 -35.09 -1.70
C 13.15 -36.37 -1.12
N 14.30 -36.96 -1.78
C 14.72 -38.14 -1.00
C 16.13 -38.50 -1.46
O 16.76 -39.40 -0.57
C 17.90 -40.01 -1.11
H 10.68 -33.82 -3.17
H 11.45 -34.06 -4.58
H 12.35 -33.16 -3.31
H 12.00 -34.53 -1.04
H 13.55 -34.46 -1.85
H 12.29 -37.06 -1.09
H 13.32 -36.19 -0.06
H 14.20 -37.28 -2.73
H 14.02 -38.98 -1.05
H 14.79 -37.91 0.06
H 16.68 -37.55 -1.37
H 16.25 -38.60 -2.54
H 17.59 -40.60 -1.98
H 18.36 -40.73 -0.44
H 18.69 -39.30 -1.37
C 9.07 -40.28 0.84
O 10.37 -40.20 0.34
C 11.36 -40.32 1.36
C 12.49 -41.30 1.07
N 12.08 -42.59 1.66
C 12.85 -43.72 1.08
C 14.36 -43.69 1.46
O 14.95 -42.87 0.47
C 16.36 -42.80 0.60
H 8.35 -40.54 0.07
H 8.75 -39.41 1.42
H 8.90 -41.07 1.60
H 10.94 -40.42 2.36
H 11.84 -39.33 1.41
H 13.43 -40.94 1.48
H 12.62 -41.36 -0.02
H 11.17 -42.72 1.22
H 12.62 -43.99 0.04
H 12.36 -44.56 1.60
H 14.74 -44.71 1.49
H 14.41 -43.18 2.43
H 16.73 -43.66 0.04
H 16.82 -42.72 1.59
H 16.73 -41.92 0.06
C 8.21 -31.98 6.07
O 8.65 -33.26 5.63
C 7.84 -33.94 4.71
C 8.47 -35.24 4.23
N 9.39 -35.10 3.10
C 10.56 -34.32 3.47
C 11.75 -34.71 2.58
O 11.91 -36.14 2.49
C 12.63 -36.63 3.60
H 7.25 -31.99 6.59
H 8.32 -31.34 5.19
H 8.98 -31.77 6.80
H 7.53 -33.29 3.88
H 6.85 -34.12 5.18
H 7.67 -35.93 3.95
H 9.04 -35.66 5.07
H 9.74 -36.06 3.14
H 10.78 -34.32 4.54
H 10.38 -33.28 3.16
H 12.68 -34.15 2.73
H 11.37 -34.51 1.57
H 12.81 -37.67 3.30
H 12.04 -36.74 4.51
H 13.65 -36.24 3.70
*
```

Its SMILES is COCCNCCOC.COCCNCCOC.COCCNCCOC.COCCNCCOC.COCCNCCOC.COCCNCCOC.COCCNCCOC.COCCNCCOC. Its energy above the lowest of the compared OMol25 structures with the same formula, charge and spin is 558.1 kJ/mol.

=====

2.
C48H120O24S6 | ωB97M-V/def2-TZVPD

```
! wB97M-V def2-TZVPD RIJCOSX def2/J DEFGRID3
* xyz 0 1
C 6.19 1.57 -0.15
O 5.62 0.86 0.95
C 6.09 1.42 2.14
C 5.56 0.77 3.38
O 5.87 -0.63 3.45
C 7.31 -0.79 3.61
C 7.63 -2.16 4.19
O 7.43 -3.16 3.16
C 7.98 -4.42 3.54
H 5.82 1.10 -1.04
H 7.26 1.50 -0.21
H 5.90 2.58 -0.14
H 5.94 2.55 2.19
H 7.18 1.27 2.07
H 4.46 0.86 3.55
H 5.98 1.31 4.25
H 7.66 -0.01 4.35
H 7.80 -0.70 2.67
H 6.96 -2.32 5.10
H 8.69 -2.13 4.49
H 9.07 -4.29 3.81
H 7.90 -5.11 2.66
H 7.45 -4.93 4.30
C -5.39 7.57 -1.04
O -4.88 6.30 -1.45
C -5.61 5.29 -0.93
C -5.25 4.08 -1.84
O -6.00 4.19 -2.97
C -5.72 3.21 -3.99
C -4.13 3.16 -4.33
O -3.17 2.57 -3.53
C -3.28 1.19 -3.46
H -5.57 7.60 0.03
H -6.36 7.85 -1.49
H -4.71 8.43 -1.20
H -6.71 5.53 -0.95
H -5.38 5.02 0.15
H -5.37 3.11 -1.29
H -4.16 4.25 -2.02
H -6.30 3.33 -4.92
H -5.99 2.26 -3.60
H -3.81 4.21 -4.40
H -4.02 2.77 -5.33
H -3.04 0.76 -4.41
H -4.33 0.92 -3.22
H -2.67 0.79 -2.68
C -1.24 0.76 -6.70
O -0.96 -0.48 -6.15
C 0.40 -0.62 -5.72
C 0.60 -2.13 -5.26
O 2.03 -2.21 -5.14
C 2.59 -3.36 -4.55
C 2.48 -4.66 -5.31
O 1.29 -5.32 -4.94
C 1.19 -6.59 -5.57
H -1.97 0.65 -7.52
H -0.47 1.39 -7.20
H -1.72 1.44 -6.02
H 0.58 0.08 -4.88
H 1.08 -0.44 -6.52
H 0.24 -2.82 -6.04
H 0.15 -2.34 -4.29
H 2.16 -3.60 -3.61
H 3.63 -3.09 -4.26
H 3.39 -5.24 -5.16
H 2.33 -4.44 -6.36
H 0.66 -6.39 -6.56
H 0.49 -7.25 -5.10
H 2.14 -7.11 -5.75
C -3.51 -1.18 1.17
O -4.01 -1.50 2.46
C -5.34 -1.98 2.28
C -5.98 -2.33 3.63
O -5.86 -1.16 4.47
C -6.53 -1.37 5.74
C -5.84 -0.39 6.65
O -6.42 -0.58 7.98
C -6.31 0.50 8.86
H -2.44 -0.86 1.22
H -4.00 -0.37 0.72
H -3.55 -2.03 0.48
H -5.28 -2.90 1.68
H -6.01 -1.29 1.75
H -5.41 -3.19 4.06
H -6.97 -2.67 3.51
H -6.32 -2.39 6.09
H -7.62 -1.24 5.59
H -5.97 0.62 6.25
H -4.79 -0.67 6.75
H -5.31 0.79 9.09
H -6.81 0.20 9.83
H -6.80 1.37 8.44
C -1.86 -1.07 6.04
O -1.09 0.02 5.42
C -1.48 0.27 4.06
C -1.11 1.74 3.69
O 0.33 1.87 3.84
C 0.77 3.21 3.55
C 2.24 3.43 3.90
O 2.44 3.62 5.27
C 2.40 2.47 6.09
H -1.53 -1.26 7.00
H -1.97 -1.98 5.45
H -2.93 -0.84 6.01
H -2.61 0.15 3.89
H -1.00 -0.46 3.38
H -1.64 2.40 4.42
H -1.37 2.04 2.72
H 0.13 3.86 4.17
H 0.67 3.42 2.42
H 2.59 4.36 3.41
H 2.92 2.64 3.49
H 1.38 2.36 6.54
H 3.07 2.65 6.96
H 2.65 1.63 5.44
C 1.63 4.75 -6.35
O 1.18 5.12 -5.09
C -0.19 5.33 -4.89
C -0.85 4.40 -3.90
O -0.31 4.61 -2.65
C -0.06 3.36 -1.91
C -1.09 3.12 -0.84
O -0.98 4.04 0.28
C -1.85 5.09 0.22
H 1.43 5.53 -7.12
H 1.07 3.89 -6.67
H 2.72 4.55 -6.30
H -0.74 5.08 -5.85
H -0.43 6.38 -4.72
H -0.64 3.38 -4.28
H -1.91 4.58 -3.93
H 0.81 3.54 -1.38
H 0.02 2.47 -2.47
H -1.02 2.08 -0.43
H -2.08 3.19 -1.23
H -2.05 5.40 -0.84
H -1.50 5.95 0.72
H -2.88 4.84 0.57
C 2.37 2.21 -3.80
S 3.68 1.58 -5.01
O 4.88 2.37 -4.74
C 3.91 -0.02 -4.21
H 2.67 2.04 -2.72
H 1.36 1.83 -3.90
H 2.44 3.30 -3.97
H 4.74 -0.61 -4.68
H 2.99 -0.51 -4.43
H 4.29 0.14 -3.24
C 1.81 -1.15 4.34
S 1.72 -2.94 3.81
O 1.34 -2.92 2.37
C 3.52 -3.19 3.72
H 0.82 -0.89 4.69
H 2.19 -0.53 3.51
H 2.49 -1.04 5.19
H 3.89 -3.69 4.58
H 4.04 -2.26 3.56
H 3.62 -3.71 2.79
C -2.28 -4.12 3.82
S -1.50 -5.47 2.95
O -2.49 -6.49 2.85
C -1.55 -4.61 1.28
H -1.57 -3.30 3.81
H -2.66 -4.43 4.84
H -3.09 -3.76 3.20
H -1.32 -5.43 0.61
H -0.86 -3.78 1.21
H -2.56 -4.35 1.18
C 1.89 -0.26 -0.23
S 0.37 -0.62 -1.12
O 0.56 0.06 -2.45
C 0.57 -2.35 -1.18
H 2.73 -0.73 -0.76
H 1.80 -0.52 0.85
H 2.00 0.80 -0.35
H -0.33 -2.76 -1.57
H 0.68 -2.57 -0.10
H 1.46 -2.66 -1.77
C 4.33 -3.09 0.50
S 4.94 -3.00 -1.16
O 3.90 -2.21 -1.92
C 6.26 -2.00 -0.69
H 4.99 -3.82 0.98
H 3.29 -3.37 0.47
H 4.44 -2.12 0.93
H 6.82 -2.59 0.02
H 6.06 -0.95 -0.41
H 6.95 -2.00 -1.56
C -3.60 -4.58 -2.42
S -4.20 -2.95 -2.95
O -3.39 -1.95 -2.13
C -3.54 -2.96 -4.57
H -4.03 -4.67 -1.44
H -2.48 -4.73 -2.38
H -4.16 -5.27 -2.98
H -2.46 -3.10 -4.63
H -3.70 -1.97 -5.02
H -4.17 -3.63 -5.17
*
```

Its energy above the lowest of the compared OMol25 structures with the same formula, charge and spin is 229.5 kJ/mol.

=====

What HOMO level values result from the calculations? In sequence: -8.50, -8.03 eV.